[1]
ORCA calculation (ωB97M-V/def2-TZVPD) on 2 unconnected molecules or ions with the total composition C4H14N2O2.

Geometry (Å):
H 2.591 -1.706 0.210
H -1.094 2.756 0.314
N -1.640 0.077 1.460
H -2.368 0.118 -0.548
H -2.917 1.393 0.443
O 2.456 -1.474 -0.713
H -1.019 0.648 2.010
H 0.303 -0.685 -0.739
H 2.936 0.239 -1.630
H 0.438 0.531 -1.960
H -1.141 2.203 -1.195
C -2.027 0.784 0.253
C -0.971 1.783 -0.196
N 0.400 1.357 -0.071
C 0.788 0.273 -0.957
H 0.403 -2.701 0.694
H 2.652 0.456 0.095
H -1.306 -0.859 1.328
C 2.282 -0.036 -0.811
H -1.133 -2.951 0.492
O -0.281 -3.373 0.630
H 0.649 1.167 0.892

The structure (SMILES) is NCCNCCO.O. The value obtained for the HOMO energy is -8.99 eV. The total charge is 0. The energy relative to the best compared isomer or geometry (same formula, charge and spin) comes out at 1.648 eV. The orbital gap comes out at 9.55 eV.

***

[2]
ORCA calculation (ωB97M-V/def2-TZVPD) on a molecular structure, C19H20O9Pb.

Geometry (Å):
C 2.621 -1.832 -1.559
O 2.507 -1.177 -0.509
H -4.052 -0.993 1.478
Pb 0.302 0.414 0.277
C -1.515 -2.340 -3.123
C 0.154 -2.572 -1.455
H -0.362 -4.206 -2.835
H -6.039 -2.080 1.919
O -0.616 -1.398 -1.239
H 0.067 3.816 0.673
C -0.246 0.109 3.884
H -7.491 -1.367 2.683
H -1.352 -2.499 -4.189
C -4.411 -0.730 3.580
O 3.639 -2.375 -2.006
H 1.584 -2.951 -3.064
C 1.243 0.430 -3.008
O -2.320 2.460 -0.666
C -0.851 -3.426 -2.252
H -6.380 -0.340 1.735
H 0.255 0.581 5.923
C -2.218 -0.573 2.476
H -4.455 -0.404 5.699
C -0.805 -1.067 -2.603
O 0.427 0.681 3.032
O 1.025 1.065 -1.945
O 1.848 0.866 -3.988
H -0.819 3.021 1.964
O -5.783 -0.937 3.629
C -3.640 -0.792 2.456
H 0.640 -1.209 -4.246
C -2.471 -0.230 4.891
H -1.573 -3.885 -1.572
C -3.821 -0.458 4.827
C 0.431 -0.229 5.216
H 0.057 -1.158 5.638
H -2.589 -2.281 -2.932
H 1.502 -0.313 5.048
C -1.305 2.298 0.003
H -2.048 0.020 5.855
O -1.561 -0.784 1.428
C 0.619 -0.996 -3.170
C -0.912 3.439 0.964
C -1.647 -0.229 3.759
H -1.639 4.261 0.966
H -1.376 -0.145 -2.686
C 1.301 -2.142 -2.380
C -6.444 -1.193 2.421
H 0.467 -2.987 -0.500

The value obtained for the HOMO energy is -0.80 eV. The total charge is -2. The orbital gap comes out at 5.20 eV.

***

[3]
ORCA calculation (ωB97M-V/def2-TZVPD) on a gas-phase ion, C3H8NO3S (charge +1).

Geometry (Å):
H -0.773 -0.282 2.395
C -1.461 -0.170 1.449
H -1.896 0.896 1.323
O 1.925 0.407 -1.401
H -2.246 -0.967 1.383
H -1.024 1.752 -1.185
N 1.029 1.036 -1.856
C 1.060 -1.208 0.564
O -1.109 -1.291 -0.998
O 0.818 1.360 -2.975
H 1.829 -0.496 0.856
H 0.554 -1.896 1.307
H 1.622 -1.854 -0.034
H 0.304 1.917 -0.008
S -0.489 -0.482 -0.035
C -0.143 1.276 -0.785

The value obtained for the HOMO energy is -15.80 eV. The total charge is +1. The energy relative to the best compared isomer or geometry (same formula, charge and spin) comes out at 5.508 eV. The orbital gap comes out at 11.38 eV.

***

[4]
ORCA calculation (ωB97M-V/def2-TZVPD) on a molecular structure, C45H37N7O9Pb.

Geometry (Å):
H 5.280 -2.678 2.872
C -1.847 0.901 4.801
N 1.570 -2.198 1.924
C 6.446 1.079 -1.332
H -3.621 3.508 -2.048
H -6.832 -7.056 0.110
N -1.945 1.478 0.035
H 4.673 2.652 3.099
C 2.890 -2.237 2.220
H 1.064 -0.191 3.473
C -3.859 -2.827 1.217
C -0.464 7.363 -2.491
C 0.355 -1.089 -3.973
C -2.333 1.965 1.217
H 0.023 -1.298 -6.091
O 2.226 1.659 1.481
O -6.493 -5.417 1.314
C 0.343 3.164 -2.048
C -5.301 -4.504 -0.380
O -6.136 -5.444 -0.966
H -2.385 0.940 5.742
H -4.352 4.471 0.145
O -0.758 4.386 -4.528
H 0.201 -3.783 -6.025
C -4.375 -3.691 -0.980
H -7.983 -5.699 -0.083
H -3.401 1.876 3.713
H -0.726 8.414 -2.559
C 4.834 -3.668 2.830
H 5.754 3.265 1.137
H -4.207 -3.666 -2.048
C -1.737 1.353 2.430
C -0.580 0.330 4.726
H 0.622 -4.896 -3.834
C 0.306 -3.196 -5.120
C -0.486 0.720 2.307
C -0.473 5.152 -3.472
H 3.957 4.032 2.243
Pb 0.525 0.311 0.049
C -3.297 3.079 -1.108
H 2.991 -5.294 3.682
C 0.216 -1.818 -5.160
N 3.398 -3.495 2.747
C -2.413 1.428 3.653
N 0.207 2.421 -3.156
C 6.628 2.147 -0.426
O 3.688 -1.334 2.101
C 5.605 2.450 0.438
O -2.681 -1.720 -2.003
C -3.228 3.038 1.281
C 2.544 -4.435 3.194
C 0.639 -3.016 -2.773
C 3.374 2.089 1.447
C -2.552 -1.943 -0.795
H 5.123 -0.432 -2.060
H -2.123 1.510 -2.003
H -5.011 -3.626 2.881
H -1.267 6.887 -4.431
H -3.281 -2.140 1.826
H 0.354 0.840 -5.011
C -5.517 -4.489 0.985
H -3.522 3.444 2.239
H -0.932 -2.416 1.313
O 3.082 0.046 -0.634
N 0.255 1.086 -2.970
C -0.776 6.516 -3.540
H -0.404 3.459 -4.254
N 0.554 -1.697 -2.803
H 7.251 0.814 -2.012
C 4.375 1.766 0.446
H 2.944 3.030 3.301
H 7.555 2.707 -0.414
H 0.804 -3.453 -1.792
C 0.174 6.873 -1.358
C -3.690 3.612 0.110
N -0.554 -3.078 2.016
O 0.630 2.814 -0.886
C 5.273 0.386 -1.364
O -1.672 -1.542 0.012
H 0.915 5.093 -0.392
C -4.820 -3.649 1.815
C 3.775 3.015 2.598
C -3.631 -2.844 -0.151
C 0.743 -3.155 2.310
H 5.101 -4.246 3.715
H 5.217 -4.175 1.939
C -2.434 1.995 -1.086
C 0.074 0.252 3.503
C 0.535 -3.818 -3.902
C 0.318 0.374 -4.021
C 4.143 0.699 -0.509
H 0.439 7.541 -0.547
H -1.141 -3.852 2.267
H 0.521 -5.038 3.439
C 1.211 -4.303 3.053
C 0.117 4.636 -2.296
C 0.446 5.517 -1.270
H -0.116 -0.072 5.624
C -6.931 -5.966 0.081

The value obtained for the HOMO energy is -1.83 eV. The total charge is -2. The energy relative to the best compared isomer or geometry (same formula, charge and spin) comes out at 1.531 eV. The orbital gap comes out at 5.65 eV.